# 1
The following is a DFT calculation (ωB97M-V/def2-TZVPD) of C18H25F3N6O2RuSSi as an isolated structure.

Each line ends with the natural charge from an NBO analysis.
Atoms and positions in Å:
1 Ru 0.0132 -0.0480 -0.3567  1.053
2 C 1.9028 2.9403 -2.8793  -0.643
3 C 0.4876 3.0900 -2.3956  0.258
4 C -0.4022 3.9357 -3.0356  -0.314
5 C -1.7079 3.9798 -2.5709  -0.127
6 C -2.1028 3.1845 -1.5195  -0.327
7 C -1.1563 2.3413 -0.9035  0.412
8 N 0.1314 2.3610 -1.3338  -0.570
9 N -1.4187 1.4026 0.0547  -1.066
10 Si -3.0060 1.1510 0.7427  1.819
11 C -3.5912 2.7344 1.5753  -1.130
12 C -4.3102 0.5779 -0.4788  -1.142
13 C -2.8167 -0.1627 2.0641  -1.134
14 H 2.3507 3.9075 -3.1081  0.220
15 H 1.9223 2.3407 -3.7918  0.236
16 H 2.5122 2.4227 -2.1396  0.220
17 H -0.0835 4.5308 -3.8803  0.217
18 H -2.4336 4.6217 -3.0564  0.215
19 H -3.1337 3.1824 -1.1957  0.216
20 H -4.0148 3.4547 0.8727  0.234
21 H -2.7801 3.2312 2.1126  0.236
22 H -4.3704 2.4908 2.3038  0.237
23 H -4.5325 1.3295 -1.2397  0.234
24 H -5.2410 0.3628 0.0545  0.236
25 H -3.9983 -0.3327 -0.9936  0.255
26 H -2.1471 0.1735 2.8601  0.220
27 H -2.4217 -1.0929 1.6486  0.250
28 H -3.7863 -0.3764 2.5215  0.239
29 N 1.0160 -2.2667 3.4188  -0.522
30 C 0.5129 -1.2554 2.6746  0.272
31 N 0.3216 -1.5970 1.4312  -0.553
32 C 0.7517 -2.9168 1.3254  0.148
33 C 0.7884 -3.7669 0.2212  -0.212
34 C 1.2751 -5.0426 0.4245  -0.217
35 C 1.7094 -5.4733 1.6874  -0.203
36 C 1.6750 -4.6413 2.7890  -0.232
37 C 1.1909 -3.3553 2.5797  0.084
38 H 1.2422 -2.2138 4.3957  0.424
39 H 0.3030 -0.2843 3.0901  0.213
40 H 0.4590 -3.4246 -0.7512  0.257
41 H 1.3253 -5.7296 -0.4098  0.223
42 H 2.0830 -6.4829 1.7992  0.217
43 H 2.0107 -4.9756 3.7623  0.217
44 F 4.0031 -0.2868 -3.0839  -0.325
45 C 3.6997 -1.3660 -2.3398  0.883
46 F 4.1445 -2.4454 -2.9807  -0.308
47 F 4.3914 -1.2648 -1.1844  -0.332
48 C 2.1679 -1.4281 -2.0804  0.709
49 O 1.5030 -2.2419 -2.6687  -0.580
50 O 1.8462 -0.5380 -1.2014  -0.765
51 S -1.2507 -1.2754 -1.4883  -0.109
52 N 2.5699 0.6016 1.5546  -0.667
53 N 1.4761 1.2408 0.8885  -0.675
54 H 3.3722 1.2222 1.5695  0.346
55 H 2.8266 -0.1878 0.9688  0.376
56 H 1.7666 1.8518 0.1305  0.397
57 H 0.9539 1.8096 1.5457  0.378

Force components x, y, z for each atom (eV/Å):
Ru 0.4075 0.5997 0.5782
C 0.0018 -0.0506 0.0228
C 0.0909 0.0875 0.0778
C 0.1038 0.0241 -0.0390
C -0.1027 0.0263 0.0166
C -0.0655 -0.0074 0.2519
C 0.2033 0.2168 -0.4075
N -0.3126 -0.2610 -0.2157
N -0.0599 -0.1083 -0.0610
Si -0.0791 -0.1302 0.1189
C -0.0226 -0.0286 -0.0270
C 0.0460 0.0631 -0.0118
C 0.0260 0.0339 -0.0522
H -0.0100 -0.0034 0.0035
H 0.0046 -0.0005 0.0071
H -0.0041 0.0135 -0.0105
H 0.0089 -0.0112 0.0053
H 0.0012 -0.0096 0.0159
H 0.0337 -0.0060 0.0038
H 0.0145 -0.0141 0.0326
H 0.0099 -0.0309 -0.0112
H 0.0094 0.0120 -0.0352
H 0.0123 -0.0284 0.0169
H 0.0259 0.0129 0.0051
H 0.0112 0.0148 0.0289
H 0.0037 -0.0078 -0.0038
H -0.0189 0.0233 0.0216
H 0.0105 -0.0030 -0.0279
N 0.0068 0.0288 0.0901
C -0.0301 -0.1859 0.0336
N 0.1406 0.2282 -0.1861
C -0.0284 -0.1247 0.0660
C 0.0165 0.0275 0.0073
C -0.0118 0.0213 -0.0198
C 0.0095 -0.0107 0.0261
C 0.0224 -0.0114 0.0520
C -0.0626 0.0574 -0.1519
H 0.0066 -0.0053 -0.0015
H 0.0062 0.0001 0.0089
H 0.0211 -0.0300 -0.0007
H -0.0019 0.0170 0.0001
H -0.0055 0.0131 0.0064
H -0.0018 0.0007 -0.0174
F 0.0379 0.0265 0.0150
C -0.0008 -0.1098 -0.0169
F 0.0049 0.0842 0.0248
F -0.0245 0.0007 -0.0927
C 0.2784 -0.0862 0.1441
O -0.0539 0.1072 0.0353
O -0.2868 -0.1405 0.0335
S -0.3841 -0.2694 -0.3182
N 0.0388 -0.0431 0.0161
N -0.0329 -0.0012 -0.0494
H -0.0027 0.0338 0.0094
H -0.0040 -0.0170 -0.0262
H -0.0180 -0.0012 -0.0443
H 0.0105 -0.0368 0.0523

The net charge is 0. The total energy comes out at -2262.17711 Eh. Its spin multiplicity is 5. The value obtained for the HOMO energy (alpha / beta) is -0.28643 / -0.28544 Eh. For the gap between HOMO and LUMO (alpha / beta), the calculation gives 8.17 / 7.10 eV. The LUMO energy (alpha / beta) is 0.4 / -0.7 eV.

=====

# 2
The following is a DFT calculation (ωB97M-V/def2-TZVPD) of C7H24CoN4O5 as an isolated structure in a non-equilibrium geometry.

Each line ends with the natural charge from an NBO analysis.
Atoms and positions in Å:
1 O -2.1464 -0.1612 -3.9822  -0.999
2 H -2.4987 -1.0614 -4.2909  0.466
3 Co -0.6201 -0.0321 -0.1086  1.140
4 N 0.5819 -0.9274 0.9308  -0.303
5 N 0.5009 -1.0959 -1.5913  -0.086
6 O 0.7172 -0.4971 2.2585  -0.589
7 O 0.4285 -0.9949 -2.8755  -0.572
8 C 1.5008 -1.7589 0.4056  0.181
9 C 1.4703 -1.8631 -1.0169  0.013
10 C 2.4746 -2.3715 1.3146  -0.708
11 C 2.4709 -2.6616 -1.8035  -0.677
12 H 2.0319 -2.9248 2.1647  0.227
13 H 3.2162 -1.6424 1.6943  0.223
14 H 3.0144 -3.1033 0.7223  0.253
15 H 2.1619 -2.5553 -2.8690  0.263
16 H 2.4660 -3.7420 -1.4902  0.209
17 H 3.5150 -2.2593 -1.6598  0.207
18 H 1.4482 -1.0640 2.5684  0.463
19 H -1.1880 -0.3308 -3.6289  0.507
20 O 2.8688 1.3929 0.1852  -0.943
21 H 3.0676 1.5605 1.1120  0.483
22 H 3.6215 1.8088 -0.3015  0.488
23 C -2.1633 -0.2585 -0.9289  -1.096
24 H -2.1996 0.5165 -1.7244  0.223
25 H -1.8104 -1.0476 -1.6133  0.215
26 H -3.1285 -0.5015 -0.4915  0.183
27 O -3.9348 1.1500 3.4478  -0.948
28 H -3.7454 0.7188 4.2912  0.474
29 H -4.8629 0.9279 3.2474  0.477
30 N 0.1666 1.6431 -0.6208  -0.882
31 C -0.3523 2.7985 0.1631  -0.233
32 C -1.5872 2.3619 0.9257  -0.234
33 N -1.4063 0.9934 1.4007  -0.852
34 H 1.1955 1.5414 -0.4837  0.432
35 H 0.0022 1.7816 -1.6148  0.400
36 H 0.4434 3.1177 0.8430  0.184
37 H -0.5512 3.6253 -0.5177  0.202
38 H -1.7062 2.9969 1.7982  0.190
39 H -2.4729 2.4365 0.2780  0.214
40 H -0.7076 0.8910 2.1555  0.395
41 H -2.2824 0.5918 1.7066  0.410

Force components x, y, z for each atom (eV/Å):
O 1.1645 -1.9505 -0.3954
H 1.0818 2.0209 0.8317
Co 2.1485 -1.0433 -0.0703
N 0.6936 -1.2788 0.0040
N 1.8899 0.0650 -0.1658
O 1.3892 -1.3365 0.3942
O -0.1229 -0.4012 0.7604
C -1.6061 1.8709 0.4304
C -0.6658 0.1242 -0.2630
C 1.1384 -0.7167 0.0127
C 0.1657 -0.2658 -0.1171
H 0.0012 0.3407 -0.3253
H -0.2395 -0.2690 -0.0950
H 0.3464 -0.1495 0.2038
H 0.4384 -0.2542 0.7173
H 0.0564 0.9063 -0.4645
H -0.9491 -0.4046 -0.2589
H -0.3475 0.5444 0.6503
H -2.0430 -0.1142 -0.7481
O 1.3204 0.5422 -0.4553
H -0.0846 -0.0431 0.0884
H -0.9070 -0.5355 0.4956
C -2.8280 -0.9710 -3.0916
H -0.6311 0.1558 0.6395
H -0.9464 -0.5195 0.3509
H -0.2560 0.2071 -0.1197
O -0.5058 -0.2099 -0.0294
H -0.0959 0.0669 -0.1788
H 0.6116 0.1233 0.1676
N 1.4879 2.0287 -0.5652
C 0.6766 -0.3815 -0.5171
C -0.1413 0.2685 0.5946
N -0.0649 0.4478 1.4143
H -1.0171 0.2086 -0.2528
H 0.0670 -0.0967 0.0555
H -0.1189 -0.0187 0.0504
H -0.1590 0.1492 0.2074
H -0.3528 0.5628 -0.0884
H 0.2315 -0.2809 0.3168
H -0.7851 0.4755 -0.3517
H -0.0413 0.1322 0.1677

The net charge is 0. The total energy comes out at -2258.88356 Eh. Its spin multiplicity is 4. The value obtained for the HOMO energy (alpha / beta) is -0.18618 / -0.25659 Eh. For the gap between HOMO and LUMO (alpha / beta), the calculation gives 5.07 / 6.98 eV. The LUMO energy (alpha / beta) is 0.0 / 0.0 eV.

=====

# 3
The following is a DFT calculation (ωB97M-V/def2-TZVPD) of C49H59GeI2NO4SeSn as an isolated structure.

Each line ends with the Mulliken charge.
Atoms and positions in Å:
1 Sn -0.5090 -0.0028 0.0938  1.957
2 C -2.5599 -0.0685 7.4213  -1.737
3 C -2.4869 1.0832 6.4090  2.191
4 C -3.7869 1.8970 6.4795  -1.619
5 C -1.3354 2.0025 6.8188  -2.012
6 C -2.3070 0.5220 4.9966  -0.352
7 C -1.2129 0.8514 4.2052  0.110
8 C -1.0881 0.3494 2.9130  -0.646
9 N -0.0226 0.5990 2.0551  -0.295
10 C 0.7301 1.7745 2.1344  -0.255
11 C 0.1626 3.0034 2.4779  -0.412
12 C 0.9113 4.1622 2.4918  -0.208
13 C 2.2683 4.0701 2.1764  -0.399
14 C 2.8760 2.8803 1.7900  -0.332
15 C 2.0718 1.7300 1.7340  0.184
16 O 2.5956 0.5164 1.3497  -0.880
17 C 4.3732 2.8320 1.4640  2.475
18 C 5.0496 4.1895 1.6812  -2.303
19 C 4.5996 2.4455 -0.0036  -1.636
20 C 5.0739 1.8215 2.3853  -1.742
21 C 0.2910 5.5276 2.7874  2.216
22 C 0.4422 6.4258 1.5512  -1.702
23 C -1.1992 5.4225 3.1155  -1.962
24 C 1.0034 6.1737 3.9834  -1.715
25 C -2.0689 -0.5346 2.4112  0.814
26 O -1.8931 -1.0262 1.1707  -1.132
27 C -3.1845 -0.8691 3.1848  -0.713
28 C -3.2734 -0.3301 4.4695  0.048
29 C -4.2703 -1.7807 2.6082  2.675
30 C -3.6726 -3.1532 2.2629  -1.680
31 C -4.8740 -1.1451 1.3455  -1.565
32 C -5.4127 -2.0093 3.6015  -2.464
33 H -2.6975 0.3188 8.4361  0.459
34 H -3.3899 -0.7395 7.1962  0.301
35 H -1.6399 -0.6561 7.3958  0.360
36 H -3.9288 2.3082 7.4842  0.466
37 H -3.7571 2.7239 5.7674  0.321
38 H -4.6546 1.2820 6.2373  0.300
39 H -1.5114 2.3805 7.8296  0.456
40 H -0.3800 1.4744 6.8166  0.388
41 H -1.2497 2.8596 6.1480  0.199
42 H -0.4378 1.5098 4.5708  0.777
43 H -0.8959 3.0184 2.6935  0.831
44 H 2.8607 4.9732 2.2070  0.378
45 H 4.6439 4.9564 1.0185  0.381
46 H 4.9490 4.5340 2.7127  0.410
47 H 6.1155 4.0893 1.4621  0.459
48 H 4.0859 3.1445 -0.6668  0.286
49 H 5.6698 2.4756 -0.2323  0.477
50 H 4.2314 1.4471 -0.2218  0.225
51 H 4.9510 2.1150 3.4309  0.340
52 H 4.6632 0.8226 2.2573  0.320
53 H 6.1450 1.7942 2.1610  0.463
54 H -0.0624 5.9852 0.6898  0.383
55 H -0.0002 7.4080 1.7400  0.466
56 H 1.4929 6.5691 1.2914  0.284
57 H -1.7660 5.0166 2.2763  0.394
58 H -1.3753 4.7910 3.9903  0.194
59 H -1.5936 6.4182 3.3323  0.485
60 H 2.0692 6.3096 3.7915  0.270
61 H 0.5700 7.1555 4.1948  0.482
62 H 0.8987 5.5510 4.8753  0.304
63 H -4.1345 -0.5735 5.0772  0.395
64 H -2.8697 -3.0537 1.5353  0.237
65 H -3.2726 -3.6315 3.1612  0.330
66 H -4.4481 -3.8027 1.8443  0.445
67 H -4.1260 -0.9956 0.5701  0.173
68 H -5.6631 -1.7914 0.9474  0.440
69 H -5.3170 -0.1753 1.5843  0.275
70 H -5.0655 -2.4911 4.5191  0.403
71 H -5.9081 -1.0730 3.8680  0.397
72 H -6.1577 -2.6625 3.1403  0.470
73 Se 2.0486 -0.1495 -0.2886  -0.218
74 I -1.4853 2.2626 -0.9385  -0.390
75 I -3.1120 5.4145 -2.4170  -0.878
76 O -2.7103 -0.9825 -1.8184  -0.553
77 C -1.7739 -1.7624 -1.8711  0.599
78 O -0.6437 -1.6060 -1.2431  -0.797
79 C -1.8733 -3.0372 -2.6926  -0.598
80 C -2.8883 -2.8931 -3.8260  -1.136
81 Ge -2.3706 -1.4925 -5.1167  1.608
82 C -2.2032 -2.2803 -6.9183  -0.410
83 C -2.6814 -3.5358 -7.2808  -0.496
84 C -2.5230 -4.0239 -8.5744  -0.532
85 C -1.8803 -3.2554 -9.5317  -0.389
86 C -1.3960 -1.9978 -9.1903  -0.728
87 C -1.5560 -1.5219 -7.8980  -0.008
88 C -3.5767 0.0285 -5.2637  0.080
89 C -4.2210 0.3046 -6.4703  -0.489
90 C -4.9865 1.4551 -6.6161  -0.591
91 C -5.0978 2.3532 -5.5637  -0.495
92 C -4.4719 2.0889 -4.3530  -0.912
93 C -3.7323 0.9230 -4.2013  0.197
94 C -0.5575 -0.8906 -4.6854  -0.271
95 C -0.3033 0.3453 -4.0968  -0.303
96 C 0.9789 0.6871 -3.6820  -0.738
97 C 2.0273 -0.2024 -3.8643  -0.392
98 C 1.7949 -1.4295 -4.4738  -0.650
99 C 0.5125 -1.7676 -4.8786  -0.078
100 H -2.1738 -3.8266 -1.9953  0.486
101 H -0.8780 -3.2932 -3.0552  0.224
102 H -3.8548 -2.6083 -3.4098  0.374
103 H -3.0107 -3.8486 -4.3416  0.572
104 H -3.1923 -4.1508 -6.5485  0.227
105 H -2.9038 -5.0054 -8.8321  0.376
106 H -1.7543 -3.6325 -10.5396  0.350
107 H -0.8916 -1.3902 -9.9321  0.377
108 H -1.1678 -0.5415 -7.6409  0.428
109 H -4.1147 -0.3725 -7.3113  0.279
110 H -5.4784 1.6585 -7.5609  0.382
111 H -5.6605 3.2710 -5.6838  0.384
112 H -4.5210 2.8055 -3.5409  0.363
113 H -3.2716 0.7201 -3.2425  0.208
114 H -1.1068 1.0513 -3.9313  0.540
115 H 1.1451 1.6386 -3.1925  0.433
116 H 3.0200 0.0565 -3.5169  0.480
117 H 2.6109 -2.1283 -4.6170  0.365
118 H 0.3407 -2.7327 -5.3475  0.384

Force components x, y, z for each atom (eV/Å):
Sn 0.0126 -0.0625 -0.0237
C -0.0016 0.0022 -0.0019
C 0.0014 -0.0004 0.0079
C -0.0029 0.0011 -0.0076
C 0.0058 0.0003 0.0012
C -0.0013 -0.0127 0.0042
C -0.0038 0.0155 0.0056
C -0.0064 0.0024 -0.0150
N -0.0379 -0.0102 0.0507
C 0.0374 0.0271 -0.0136
C -0.0123 -0.0017 0.0056
C -0.0089 0.0078 0.0141
C 0.0030 -0.0104 -0.0065
C -0.0101 0.0410 -0.0005
C -0.0206 -0.0399 0.0044
O 0.0203 0.0198 0.0127
C -0.0008 -0.0119 -0.0044
C 0.0109 0.0009 0.0048
C 0.0050 0.0045 -0.0071
C -0.0044 -0.0029 -0.0017
C 0.0008 0.0018 -0.0028
C 0.0085 -0.0114 -0.0007
C 0.0046 -0.0085 0.0039
C 0.0008 -0.0035 0.0042
C -0.0095 0.0022 -0.0166
O -0.0059 -0.0011 0.0134
C 0.0263 -0.0006 -0.0165
C -0.0003 0.0128 0.0054
C -0.0004 -0.0034 0.0063
C 0.0046 -0.0059 -0.0118
C -0.0067 0.0158 0.0020
C -0.0022 -0.0127 0.0023
H -0.0003 -0.0001 0.0010
H -0.0020 -0.0016 0.0049
H 0.0018 -0.0008 0.0011
H 0.0004 0.0023 0.0024
H 0.0011 -0.0004 0.0020
H 0.0008 -0.0041 -0.0019
H 0.0003 0.0027 0.0010
H -0.0009 -0.0032 -0.0026
H -0.0017 0.0009 0.0028
H 0.0038 -0.0025 -0.0058
H 0.0017 -0.0001 0.0052
H -0.0057 -0.0032 -0.0009
H 0.0023 -0.0020 -0.0016
H -0.0020 -0.0017 -0.0005
H 0.0031 0.0014 0.0006
H -0.0013 0.0014 0.0016
H 0.0009 0.0024 -0.0005
H -0.0022 -0.0105 0.0030
H 0.0021 0.0006 0.0001
H -0.0010 -0.0015 -0.0003
H 0.0025 -0.0012 -0.0004
H -0.0118 0.0050 -0.0019
H -0.0025 -0.0004 -0.0027
H 0.0023 0.0030 0.0013
H 0.0004 0.0049 -0.0056
H 0.0017 0.0001 0.0020
H -0.0012 0.0006 -0.0045
H 0.0013 -0.0001 -0.0025
H 0.0004 0.0020 0.0015
H 0.0002 0.0006 0.0014
H 0.0022 0.0003 0.0029
H -0.0042 0.0004 0.0086
H -0.0007 0.0006 0.0016
H -0.0041 -0.0020 0.0005
H 0.0139 -0.0085 -0.0027
H 0.0013 0.0010 -0.0037
H -0.0013 -0.0027 0.0051
H 0.0029 0.0008 0.0001
H -0.0023 -0.0018 0.0001
H -0.0014 0.0001 -0.0007
Se 0.0093 -0.0336 -0.0127
I -0.0423 0.0202 -0.0465
I -0.0256 0.0662 -0.0056
O -0.0023 0.0123 -0.0040
C -0.0170 -0.0329 0.0259
O 0.0790 0.0026 0.0284
C -0.0072 0.0653 -0.0347
C -0.0077 -0.0078 0.0408
Ge 0.0460 -0.0408 -0.0164
C 0.0385 0.0750 -0.0220
C -0.0377 -0.0069 0.0064
C -0.0128 -0.0069 0.0235
C 0.0174 0.0228 -0.0111
C -0.0048 -0.0306 -0.0138
C 0.0078 -0.0200 -0.0052
C -0.0230 -0.0146 -0.0158
C 0.0116 0.0273 -0.0019
C 0.0058 -0.0061 0.0067
C -0.0140 0.0174 0.0111
C 0.0109 -0.0228 -0.0141
C -0.0326 0.0149 0.0264
C -0.0127 -0.0296 -0.0015
C 0.0253 0.0097 0.0211
C -0.0236 -0.0019 -0.0102
C -0.0003 -0.0063 -0.0020
C 0.0116 0.0025 -0.0002
C -0.0231 0.0199 0.0024
H 0.0007 -0.0042 0.0008
H 0.0100 -0.0144 0.0151
H -0.0087 -0.0121 -0.0095
H -0.0016 0.0118 -0.0208
H 0.0006 -0.0050 0.0070
H 0.0005 -0.0009 0.0012
H -0.0026 -0.0004 -0.0004
H 0.0006 0.0003 -0.0003
H 0.0018 -0.0080 -0.0038
H -0.0051 0.0020 0.0040
H 0.0002 0.0011 -0.0003
H 0.0046 0.0002 -0.0033
H -0.0027 0.0002 -0.0114
H 0.0238 -0.0053 0.0067
H -0.0162 0.0089 0.0080
H 0.0004 -0.0001 0.0033
H 0.0039 -0.0039 -0.0056
H 0.0003 0.0005 -0.0010
H 0.0067 -0.0041 0.0052

The net charge is -2. The total energy comes out at -7546.61347 Eh. Its spin multiplicity is 1. The value obtained for the HOMO energy is -0.07421 Eh. For the gap between HOMO and LUMO, the calculation gives 5.76 eV. The LUMO energy is 3.7 eV.